Molecular formula: C42H40N12OP2Rh
Method: DFT, ωB97M-V/def2-TZVPD

Properties
- Charge: +1
- ⟨S²⟩: 6.0185
- E_tot: -3149.7502 hartree
- 2S+1: 5
- Kohn-Sham gap (alpha / beta): 8.4 / 5.9 eV

Structure (XYZ):
```
98
Properties=species:S:1:pos:R:3:forces:R:3
Rh 0.4709 -0.9245 -0.8790 -0.8915 -0.0513 -0.6875
C 3.0863 1.1523 0.8517 -0.0949 -0.1213 0.0793
C 1.7958 1.0952 1.6918 -0.0815 -0.0989 -0.2657
P 0.8902 -0.5249 1.5022 -0.0602 0.4408 0.8931
C -0.8244 -0.3012 2.0552 0.0116 -0.2852 -0.2103
C -1.7207 -1.2107 1.4817 0.1415 0.0460 0.0579
C -3.0703 -1.1569 1.7877 -0.0358 0.0359 0.0390
C -3.5313 -0.1866 2.6667 0.0972 -0.1902 0.0511
C -2.6460 0.7145 3.2443 -0.0479 0.0618 0.0727
C -1.2926 0.6583 2.9480 0.1104 0.0850 -0.0499
C 1.6827 -1.4573 2.8722 0.0033 -0.2180 -0.3344
C 0.9494 -1.8065 4.0048 -0.0336 0.0318 -0.0820
C 1.5809 -2.3841 5.0960 -0.0033 -0.0392 0.0702
C 2.9446 -2.6297 5.0713 -0.0069 0.0025 -0.0199
C 3.6751 -2.3214 3.9336 0.0488 0.0082 -0.0428
C 3.0490 -1.7487 2.8384 -0.0130 -0.0058 0.0279
C 2.7943 1.0021 -0.6433 0.2477 -0.0736 -0.1035
P 3.8336 -0.0337 -1.7687 0.1060 -0.5028 0.3396
C 3.2226 -1.7606 -1.7894 -0.0047 0.1362 -0.0740
C 2.6824 -2.3571 -0.6423 0.5793 -0.3012 -0.1357
C 2.0829 -3.6149 -0.7212 0.0895 0.1135 0.0538
C 2.0118 -4.2707 -1.9399 -0.0274 -0.0580 -0.0284
C 2.5899 -3.7032 -3.0672 -0.0326 0.0040 0.0109
C 3.1911 -2.4536 -2.9953 0.0689 0.1019 0.0031
C 5.4905 -0.2181 -1.0332 -0.1927 0.1859 -0.1761
C 6.2089 -1.3942 -1.2722 -0.0046 -0.0016 0.0833
C 7.5072 -1.5159 -0.8077 0.0172 0.0150 0.0030
C 8.1059 -0.4631 -0.1275 -0.0069 -0.0293 -0.0302
C 7.4047 0.7160 0.0875 -0.0004 0.1064 0.0451
C 6.1088 0.8508 -0.3799 -0.0077 -0.0196 -0.0121
H 3.7987 0.4081 1.2022 0.0290 -0.0224 0.0189
H 3.5473 2.1246 1.0278 0.0796 -0.0463 0.0326
H 1.1409 1.9137 1.3830 -0.0498 -0.0573 -0.0060
H 2.0270 1.2389 2.7468 -0.0281 -0.0318 0.0392
H -1.3612 -1.9808 0.7997 -0.1005 -0.0214 -0.0080
H -3.7518 -1.8696 1.3424 0.0057 0.0086 -0.0134
H -4.5850 -0.1428 2.9105 0.2133 -0.0971 0.1506
H -3.0152 1.4597 3.9373 0.0233 0.0089 0.0058
H -0.6122 1.3621 3.4140 0.0111 -0.0093 -0.0042
H -0.1156 -1.6256 4.0394 -0.0143 0.0189 0.0352
H 1.0016 -2.6405 5.9733 -0.0115 0.0037 -0.0175
H 3.4358 -3.0663 5.9305 -0.0104 -0.0154 -0.0055
H 4.7378 -2.5214 3.8901 -0.0138 -0.0272 0.0259
H 3.6492 -1.5399 1.9632 0.0494 0.0850 0.0909
H 2.7467 1.9692 -1.1457 -0.1205 0.0199 0.0092
H 1.7797 0.5685 -0.7569 0.3653 0.6124 -0.1243
H 2.9072 -1.9368 0.3247 -0.2181 0.0634 -0.0589
H 1.6890 -4.0777 0.1749 -0.0280 0.0114 -0.0027
H 1.5189 -5.2315 -2.0058 -0.0024 0.0117 -0.0114
H 2.5516 -4.2236 -4.0153 0.0273 -0.0102 0.0114
H 3.6196 -2.0060 -3.8852 -0.0732 0.0030 -0.0267
H 5.7490 -2.2161 -1.8044 0.0108 -0.0111 0.0014
H 8.0536 -2.4330 -0.9827 0.0102 0.0092 -0.0023
H 9.1258 -0.5548 0.2210 -0.0119 -0.0106 0.0249
H 7.8722 1.5384 0.6127 0.0137 -0.0062 -0.0187
H 5.5776 1.7835 -0.2323 0.0337 0.0103 -0.0062
N -0.2455 -1.6273 -4.3629 -0.1645 0.1129 -0.1868
C 0.7821 -0.7694 -4.1415 0.3485 0.1569 0.2297
N 1.5972 -0.3148 -5.1151 -0.1997 -0.1562 -0.1310
N 2.5215 0.3830 -4.5086 0.0790 -0.0153 0.1476
N 2.2747 0.4096 -3.2279 -0.0550 0.1333 0.0410
N 1.1644 -0.3071 -2.9562 -0.1727 -0.2327 -0.0020
C -0.8150 -2.4250 -3.3894 -0.2345 -0.4921 0.5373
N -1.6447 -3.4233 -3.6431 0.1374 0.2635 -0.4410
N -1.9806 -3.9155 -2.4473 0.1029 0.0347 0.2518
N -1.3863 -3.2633 -1.5060 -0.1254 -0.0964 0.0718
N -0.6361 -2.2981 -2.0710 0.2438 0.0708 -0.1033
H -0.4569 -1.8601 -5.3213 0.0332 -0.0284 0.0227
C -8.1034 0.6601 0.7107 0.0418 0.0085 -0.0851
C -7.0897 1.7594 0.5557 0.0251 0.0280 -0.0076
C -7.3433 2.8764 -0.2346 -0.0176 -0.0414 0.0696
C -6.3974 3.8745 -0.3867 0.1498 0.0656 -0.0905
C -5.1613 3.7880 0.2484 -0.0595 -0.2669 -0.0384
N -4.2608 4.8652 0.0661 -0.0637 0.0454 -0.1802
C -2.9167 4.9819 0.2894 0.1130 0.0270 0.1121
O -2.3977 6.0394 0.5745 -0.0401 -0.0535 -0.0247
N -2.1265 3.8275 0.2094 -0.0531 -0.0513 0.1187
C -2.1564 2.7748 -0.6992 -0.1566 -0.2000 -0.1432
C -2.9591 2.7163 -1.8389 0.0478 0.0527 0.0782
C -2.9094 1.5814 -2.6248 0.0003 -0.0050 0.0932
C -2.0523 0.5461 -2.2935 -0.0938 -0.0476 -0.1577
N -1.2442 0.6138 -1.2368 0.2547 0.1571 0.1656
C -1.3058 1.6969 -0.4657 -0.1579 0.1113 0.0372
C -4.8993 2.6823 1.0514 0.1053 0.0897 0.0112
C -5.8541 1.6879 1.1897 -0.0963 -0.0117 -0.0608
H -9.1073 1.0194 0.4900 -0.0114 -0.0233 0.0324
H -8.0925 0.2555 1.7223 -0.0339 -0.0005 0.0086
H -7.8869 -0.1608 0.0233 -0.0224 -0.0086 0.0121
H -8.2978 2.9686 -0.7383 -0.0007 0.0180 0.0051
H -6.6094 4.7380 -1.0075 -0.0360 -0.0298 -0.0060
H -4.6993 5.7677 -0.0322 0.0647 0.0853 0.0781
H -1.2483 3.9663 0.6823 0.0523 0.1318 -0.0424
H -3.5933 3.5433 -2.1190 -0.0990 0.0472 0.0938
H -3.5342 1.4941 -3.5023 0.0109 0.0041 -0.0080
H -2.0215 -0.3484 -2.8956 0.0588 -0.0384 0.0424
H -0.6733 1.7131 0.4114 0.0038 0.0147 -0.0252
H -3.9649 2.5965 1.5891 0.0517 0.0402 -0.0436
H -5.6307 0.8345 1.8197 -0.1967 0.2215 -0.2004
```
Positions in Å, forces in eV/Å.

=====

Molecular formula: C42H40O2PtSb2
Method: DFT, ωB97M-V/def2-TZVPD

Properties
- E_tot: -2374.6150 hartree
- Kohn-Sham gap: 7.0 eV

Structure (XYZ):
```
87
Properties=species:S:1:pos:R:3:forces:R:3
Pt -0.1124 -0.7311 0.2206 0.3296 0.3695 0.3737
C -2.0790 3.4840 1.0302 0.2647 0.1031 -0.2763
C -1.2456 4.6600 0.4881 0.0950 -0.1836 0.1622
C 0.2459 4.4819 0.8008 -0.2862 -0.0413 -0.1801
Sb 1.1009 2.6056 0.1022 0.3047 0.8928 -0.0969
C 2.9883 3.1731 0.9749 0.1024 -0.2316 0.2292
C 3.9995 3.8354 0.2750 -0.0241 -0.0519 0.2159
C 5.1900 4.1793 0.9115 -0.0789 -0.0482 0.0304
C 5.3850 3.8688 2.2520 -0.0150 0.0242 -0.0496
C 4.3857 3.2130 2.9594 -0.0670 -0.0056 -0.0331
C 3.1987 2.8653 2.3231 0.0522 0.0002 -0.1396
C 1.6933 3.3951 -1.8212 -0.0804 -0.1103 -0.1405
C 2.6031 2.6725 -2.5983 -0.1389 0.0017 0.0143
C 3.1079 3.1944 -3.7841 -0.0250 -0.0646 0.0318
C 2.7008 4.4476 -4.2222 -0.0583 0.0463 0.0345
C 1.7790 5.1685 -3.4737 -0.0143 -0.0946 0.0523
C 1.2780 4.6439 -2.2842 0.0861 -0.0401 -0.0433
Sb -2.3364 1.6962 -0.1760 0.1158 -0.1032 -0.2406
C -1.4182 1.7898 -2.1218 0.1119 0.1628 0.0179
C -1.7666 2.7264 -3.0922 0.1240 -0.0020 -0.0182
C -1.3053 2.5870 -4.3958 0.0152 0.0166 0.0160
C -0.5136 1.5010 -4.7464 0.0610 -0.0250 0.0035
C -0.1653 0.5550 -3.7887 0.0535 0.0523 -0.1393
C -0.6160 0.7111 -2.4895 -0.1515 0.2112 0.1242
C -4.1624 2.3137 -1.1477 -0.2987 -0.2252 0.2822
C -4.7536 3.5639 -0.9864 0.0091 -0.0534 -0.0531
C -5.9233 3.8878 -1.6715 0.0435 -0.0659 -0.0282
C -6.5162 2.9607 -2.5175 0.0550 0.0124 0.0384
C -5.9331 1.7089 -2.6872 0.0545 0.0344 0.0287
C -4.7666 1.3893 -2.0052 -0.0291 0.1043 0.0399
H -3.1070 3.7779 1.2496 0.0373 -0.0064 0.0182
H -1.6401 3.1241 1.9646 -0.0559 -0.0023 -0.0164
H -1.5955 5.5860 0.9555 -0.0484 0.0059 0.0040
H -1.4115 4.7797 -0.5868 0.0346 0.0006 -0.0166
H 0.3916 4.4714 1.8858 0.0061 -0.0053 -0.0401
H 0.8574 5.2926 0.4002 -0.0470 0.0054 0.0519
H 3.8669 4.0867 -0.7693 0.0167 0.0164 0.0119
H 5.9667 4.6925 0.3551 -0.0402 -0.0217 0.0252
H 6.3122 4.1401 2.7449 -0.0528 -0.0244 -0.0340
H 4.5318 2.9679 4.0056 -0.0136 0.0039 -0.0528
H 2.4318 2.3343 2.8829 0.0718 0.0338 -0.0183
H 2.9269 1.6905 -2.2665 0.0164 0.0230 -0.0104
H 3.8202 2.6205 -4.3680 -0.0437 0.0317 0.0498
H 3.0977 4.8600 -5.1433 -0.0286 -0.0277 0.0554
H 1.4490 6.1453 -3.8098 0.0165 -0.0461 0.0084
H 0.5683 5.2361 -1.7162 0.0433 -0.0534 -0.0436
H -2.4101 3.5637 -2.8412 0.0205 -0.0503 -0.0226
H -1.5724 3.3255 -5.1434 0.0172 -0.0338 0.0363
H -0.1662 1.3897 -5.7677 -0.0204 0.0165 0.0653
H 0.4557 -0.2942 -4.0539 -0.0456 0.0545 0.0227
H -0.3267 -0.0375 -1.7350 -0.0072 -0.0202 -0.2372
H -4.3038 4.3094 -0.3386 -0.0555 -0.0444 -0.0363
H -6.3689 4.8672 -1.5407 0.0162 -0.0358 -0.0059
H -7.4300 3.2115 -3.0438 0.0525 -0.0123 0.0205
H -6.3881 0.9830 -3.3516 0.0226 0.0309 0.0438
H -4.3151 0.4115 -2.1530 -0.0445 0.0503 -0.0010
C 4.6795 -0.1530 -0.3144 0.0944 0.0486 0.0410
C 3.2996 -0.7166 -0.0772 -0.0532 0.4443 0.0247
O 2.3449 0.0705 -0.0540 -0.0386 -0.5043 -0.1161
C 3.1516 -2.1520 0.0989 -0.2132 -0.1693 0.0342
C 4.1504 -3.0180 -0.3822 0.0212 0.2196 -0.0277
C 4.0034 -4.3807 -0.3364 -0.1253 -0.1771 0.0632
C 2.8317 -4.9152 0.2183 0.1293 -0.0139 -0.0940
C 1.8562 -4.0959 0.7304 -0.1068 0.2700 0.2073
C 1.9905 -2.6882 0.7132 0.1975 -0.3342 -0.3059
O 1.0951 -1.9494 1.3310 -0.7595 0.0443 -0.1399
H 4.6447 0.9302 -0.2333 -0.0490 0.0629 -0.0085
H 5.0404 -0.4237 -1.3121 -0.0447 0.0182 0.0994
H 5.3857 -0.5484 0.4199 -0.0380 0.0092 -0.1081
H 5.0467 -2.5935 -0.8210 -0.0697 -0.0640 0.0216
H 4.7728 -5.0316 -0.7296 -0.0054 0.0094 0.0078
H 2.6954 -5.9918 0.2378 -0.0282 0.0630 0.0217
H 0.9426 -4.4899 1.1607 0.2416 0.0104 -0.0155
C -1.8482 -1.7865 0.1326 1.0568 -0.4784 0.2886
C -1.4528 -3.2029 -0.1354 -0.3758 -0.0598 -0.0363
C -0.9865 -3.5803 -1.3958 0.0444 -0.0899 -0.0538
C -0.6384 -4.8964 -1.6672 -0.0247 0.0516 0.0019
C -0.7647 -5.8683 -0.6822 -0.0341 -0.0046 0.0065
C -1.2287 -5.5065 0.5755 -0.1123 -0.0448 -0.0216
C -1.5618 -4.1849 0.8457 -0.1059 -0.0713 0.1054
H -2.3809 -1.6791 1.0745 -0.0847 0.0044 0.0736
H -2.4487 -1.3819 -0.6772 -0.0312 0.0919 -0.1630
H -0.9046 -2.8259 -2.1723 0.0177 -0.0271 0.0060
H -0.2780 -5.1674 -2.6533 -0.0100 0.0253 0.0515
H -0.5025 -6.8991 -0.8939 -0.0214 0.0648 0.0131
H -1.3367 -6.2598 1.3488 0.0197 0.0615 -0.0282
H -1.9186 -3.9067 1.8336 0.0306 -0.0350 -0.0834
```
Positions in Å, forces in eV/Å.